a) {
  "formula": "C9H19O10Tl",
  "method": "ωB97M-V/def2-TZVPD",
  "species": ["Tl", "O", "H", "C", "O", "C", "O", "O", "C", "H", "H", "H", "H", "H", "H", "C", "O", "C", "O", "O", "C", "H", "H", "H", "H", "H", "H", "C", "O", "C", "O", "O", "C", "H", "H", "H", "H", "H", "H"],
  "xyz": [[3.1691, 2.1207, 0.0204], [1.0030, 0.8764, -1.2531], [0.3942, 0.2058, -1.6195], [-1.8338, 0.4228, -1.9451], [-1.9911, -0.9396, -2.2614], [-2.2421, -1.9134, -1.2733], [-2.3294, -1.7352, -0.0287], [-2.3714, -3.0136, -1.9541], [-3.3052, -4.0022, -1.4974], [-1.3514, 0.4121, -0.9677], [-2.8202, 0.8865, -1.9308], [-1.0911, 0.7186, -2.6860], [-3.7658, -3.7495, -0.5424], [-2.8358, -4.9759, -1.3570], [-4.0712, -4.0936, -2.2674], [4.8109, -1.8839, 3.0970], [3.7037, -2.6061, 2.5044], [3.0154, -2.1036, 1.3987], [3.3338, -1.0320, 0.8956], [2.0518, -2.9737, 1.0720], [1.3873, -2.7677, -0.1713], [5.7405, -2.4326, 2.9461], [4.5588, -1.6819, 4.1380], [4.8780, -0.8736, 2.6934], [0.6055, -2.0231, -0.0214], [0.8548, -3.6424, -0.5449], [2.0805, -2.4143, -0.9346], [-1.5752, 3.2944, 2.6167], [-1.7923, 3.1755, 1.1828], [-0.8191, 3.4972, 0.3512], [0.2926, 3.8697, 0.7161], [-1.3441, 3.8113, -0.8080], [-0.5844, 4.2809, -1.9236], [-2.4896, 3.7330, 3.0163], [-0.8526, 4.0772, 2.8470], [-1.2497, 2.3675, 3.0889], [-1.2463, 4.4141, -2.7794], [0.1368, 3.5051, -2.1807], [-0.0549, 5.1894, -1.6366]],
  "lowdin_charge": [1.10, -0.28, -0.04, 0.02, 0.12, -0.47, 0.16, 0.07, 0.04, 0.10, 0.17, 0.12, 0.11, 0.12, 0.13, 0.13, 0.25, -0.42, 0.10, 0.09, 0.02, 0.17, 0.17, 0.11, 0.09, 0.12, 0.12, 0.04, 0.08, -0.55, 0.22, 0.07, 0.04, 0.12, 0.11, 0.11, 0.13, 0.09, 0.12],
  "charge": 3,
  "e_homo_ha": [-0.685, -0.700],
  "gap_ev": [3.934, 3.618],
  "s2": 1.77,
  "spin_multiplicity": 2
}

b) {
  "formula": "C9H19O10Tl",
  "method": "ωB97M-V/def2-TZVPD",
  "species": ["Tl", "O", "H", "C", "O", "C", "O", "O", "C", "H", "H", "H", "H", "H", "H", "C", "O", "C", "O", "O", "C", "H", "H", "H", "H", "H", "H", "C", "O", "C", "O", "O", "C", "H", "H", "H", "H", "H", "H"],
  "xyz": [[3.7599, -1.8167, -0.9800], [2.2996, -0.9960, 1.2831], [1.9895, -0.1046, 1.5356], [-0.6222, 0.7545, -0.3615], [-1.0524, 0.0531, -1.5518], [-0.2522, -0.9127, -2.2022], [0.8601, -1.2988, -1.8372], [-0.9420, -1.3411, -3.2472], [-0.4742, -2.4153, -3.9649], [0.4395, 0.6069, -0.1640], [-1.1717, 0.3902, 0.5065], [-0.9069, 1.8011, -0.4694], [-0.5943, -3.4536, -3.6555], [0.6117, -2.3442, -3.9020], [-0.7637, -2.4252, -5.0157], [-4.9044, -1.5606, 3.5689], [-3.5415, -1.4197, 4.0479], [-2.5070, -1.1732, 3.1983], [-2.6157, -1.1317, 1.9618], [-1.4058, -1.0526, 3.9630], [-0.1189, -0.7635, 3.4307], [-5.2835, -0.5479, 3.4313], [-5.5679, -2.0014, 4.3130], [-4.9935, -2.3019, 2.7748], [0.5451, -0.8352, 4.2921], [-0.1158, 0.2963, 3.1758], [0.0954, -1.3834, 2.5602], [1.9046, 2.3260, -3.7578], [2.0785, 2.9331, -2.4700], [2.3864, 2.1709, -1.4208], [2.7325, 0.9767, -1.4601], [2.2783, 2.9872, -0.2917], [2.5065, 2.4944, 0.9380], [2.8783, 1.8819, -3.9644], [1.5577, 3.0400, -4.5048], [1.1827, 1.5153, -3.6590], [3.3944, 2.9686, 1.3562], [2.6503, 1.4142, 0.9128], [1.6826, 2.6688, 1.6300]],
  "lowdin_charge": [1.18, -0.05, -0.01, 0.01, 0.05, -0.44, 0.06, 0.10, 0.00, 0.06, 0.08, 0.13, 0.14, 0.11, 0.14, 0.05, 0.13, -0.39, 0.39, 0.10, 0.00, 0.13, 0.13, 0.12, 0.13, 0.11, 0.09, 0.04, 0.07, -0.43, 0.07, 0.09, -0.06, 0.12, 0.13, 0.09, 0.15, 0.06, 0.12],
  "charge": 3,
  "e_homo_ha": [-0.738, -0.716],
  "gap_ev": [4.259, 3.357],
  "s2": 1.77,
  "spin_multiplicity": 2
}

Tell me which of them is the most stable. Sure, it is a).

a) {
  "formula": "C3H9NS",
  "method": "ωB97M-V/def2-TZVPD",
  "species": ["C", "S", "H", "H", "H", "C", "C", "N", "H", "H", "H", "H", "H", "H"],
  "xyz": [[1.7587, -1.8752, 0.8011], [1.3957, -0.6138, -0.3840], [2.7768, -2.2171, 0.6921], [1.1527, -2.7750, 0.6786], [1.6469, -1.5760, 1.8464], [-1.9078, 1.4531, -1.1192], [-1.1366, 0.0159, 0.6501], [-1.2855, 1.1969, 0.1659], [-1.3975, 2.2459, -1.6594], [-1.8605, 0.5624, -1.7278], [-2.9551, 1.7623, -1.0760], [-1.7616, -0.7329, 0.2070], [-0.5338, -0.1318, 1.5155], [-0.6662, 1.9391, 0.4799]],
  "lowdin_charge": [-0.52, 0.73, 0.03, 0.05, 0.05, -0.02, 0.04, -0.04, 0.11, 0.10, 0.11, 0.12, 0.08, 0.17],
  "charge": 1,
  "e_homo_ha": [-0.501, -0.486],
  "gap_ev": [8.916, 6.923],
  "s2": 0.75,
  "spin_multiplicity": 2
}

b) {
  "formula": "C3H9NS",
  "method": "ωB97M-V/def2-TZVPD",
  "species": ["C", "N", "C", "C", "S", "H", "H", "H", "H", "H", "H", "H", "H", "H"],
  "xyz": [[1.9409, -0.0350, -0.3905], [0.6946, 0.3520, -1.1275], [0.0329, 1.4450, -0.3119], [-0.7007, 0.6856, 0.8176], [-1.0224, -1.1304, 0.3445], [2.2109, -1.0627, -0.6928], [1.8114, 0.0056, 0.6864], [2.8339, 0.5891, -0.5803], [0.9741, 0.6532, -2.0641], [0.6967, 2.2167, 0.0475], [-0.6782, 1.8485, -1.0435], [0.0237, 0.5980, 1.6300], [-1.6733, 1.1395, 0.9980], [-0.2655, -1.5066, 1.4164]],
  "lowdin_charge": [-0.09, -0.05, -0.22, -0.39, 0.98, 0.10, 0.07, 0.11, 0.14, 0.13, 0.13, 0.07, 0.09, -0.06],
  "charge": 1,
  "e_homo_ha": [-0.564, -0.534],
  "gap_ev": [11.819, 6.443],
  "s2": 0.76,
  "spin_multiplicity": 2
}

Tell me which of them is the most stable. Sure, it is a).

a) {
  "formula": "C7H15N3O2",
  "method": "ωB97M-V/def2-TZVPD",
  "species": ["C", "C", "C", "C", "C", "C", "C", "N", "N", "N", "O", "O", "H", "H", "H", "H", "H", "H", "H", "H", "H", "H", "H", "H", "H", "H", "H"],
  "xyz": [[-0.2937, 1.4284, 0.0094], [1.3166, 0.4841, 0.0094], [-0.8228, -0.9108, -0.1878], [1.8856, 0.5180, -1.3712], [1.9613, 0.7060, 1.3453], [-1.3104, -1.6779, 1.0805], [-1.1031, -1.5542, -1.6224], [-1.2245, 0.5467, -0.0390], [0.6638, -0.9320, 0.0035], [-0.3848, 2.6990, 0.1001], [1.3747, -1.8464, 0.2016], [-2.5811, 0.7455, 0.1950], [2.4215, 1.4435, -1.5669], [1.0251, 0.5438, -1.9957], [2.5024, -0.4293, -1.5490], [1.1469, 0.8201, 2.1487], [2.6043, 1.5140, 1.3933], [2.5667, -0.1732, 1.6968], [-0.8049, -1.0909, 1.8860], [-1.0949, -2.8229, 0.9317], [-2.3669, -1.7526, 1.2497], [-2.2572, -1.5862, -1.5708], [-0.4952, -2.4676, -1.5309], [-0.9468, -0.8375, -2.3585], [0.3255, 3.3177, 0.4149], [-1.3070, 3.0155, 0.0205], [-2.8011, 0.2995, 1.1059]],
  "lowdin_charge": [-0.14, -0.23, -0.34, 0.03, 0.02, 0.04, 0.09, -0.04, -0.05, 0.30, 0.30, 0.10, 0.12, 0.08, 0.15, 0.14, 0.08, 0.13, 0.12, 0.17, 0.09, 0.15, 0.12, 0.07, 0.16, 0.14, 0.19],
  "charge": 2,
  "smiles": "CC1(C)C(=[NH2+])N(O)C(C)(C)[N+]1=O",
  "e_homo_ha": -0.699,
  "gap_ev": 8.410
}

b) {
  "formula": "C7H15N3O2",
  "method": "ωB97M-V/def2-TZVPD",
  "species": ["C", "C", "C", "C", "C", "C", "C", "N", "N", "N", "O", "O", "H", "H", "H", "H", "H", "H", "H", "H", "H", "H", "H", "H", "H", "H", "H"],
  "xyz": [[-1.4331, -0.1363, -0.1558], [-0.4458, 0.9626, -0.1251], [1.5378, -0.6561, 0.2287], [-0.8886, 1.7170, -1.3567], [-0.4674, 1.9105, 1.0090], [1.2592, -1.0150, 1.6421], [2.5574, -1.4394, -0.4809], [-0.9455, -1.1966, -0.9014], [0.8636, 0.3088, -0.4653], [-2.6557, -0.1148, 0.3943], [1.3629, 0.7809, -1.4635], [-1.6346, -2.2592, -0.6944], [-0.3167, 2.5569, -1.7151], [-1.9133, 2.0194, -1.0666], [-0.7396, 1.0159, -2.2191], [-0.0858, 1.5662, 1.9292], [-1.3682, 2.4027, 1.1319], [0.2247, 2.7688, 0.8351], [2.2614, -1.2483, 2.0315], [0.8335, -1.9469, 1.7931], [0.7605, -0.3433, 2.3411], [2.6961, -2.4883, -0.1991], [3.5319, -0.9305, -0.3928], [2.5740, -1.2415, -1.5953], [-3.1197, 0.8745, 0.5887], [-3.2698, -0.9033, 0.1206], [-1.1793, -2.9647, -1.2140]],
  "lowdin_charge": [-0.22, -0.43, -0.13, 0.02, 0.03, 0.05, 0.03, 0.12, -0.11, 0.30, 0.18, 0.14, 0.12, 0.13, 0.13, 0.08, 0.09, 0.15, 0.14, 0.10, 0.11, 0.13, 0.15, 0.13, 0.23, 0.17, 0.19],
  "charge": 2,
  "e_homo_ha": [-0.690, -0.672],
  "gap_ev": [8.373, 7.491]
}

Tell me which of them is the most stable. Sure, it is a).

a) {
  "formula": "C4H8O2S",
  "method": "ωB97M-V/def2-TZVPD",
  "species": ["C", "C", "C", "C", "H", "H", "H", "H", "H", "H", "H", "H", "O", "O", "S"],
  "xyz": [[-2.2866, -0.3037, -0.2987], [-0.0581, -0.5008, 0.4412], [0.4811, 0.8589, 0.6110], [2.2195, 0.0261, -0.5955], [-2.5306, 0.6888, 0.1104], [-2.6248, -1.0740, 0.3605], [-2.9179, -0.3455, -1.1757], [-0.4724, -0.9455, 1.3234], [0.9947, 0.9249, 1.5358], [-0.2346, 1.6759, 0.4848], [3.1354, 0.1176, -0.0731], [2.4876, -0.1592, -1.6713], [-0.9718, -0.5452, -0.6518], [1.3724, 1.0725, -0.4386], [1.4062, -1.4908, 0.0375]],
  "lowdin_charge": [-0.13, -0.60, -0.22, -0.49, 0.09, 0.08, 0.09, 0.11, 0.12, 0.15, 0.06, 0.11, -0.19, -0.14, 0.96],
  "smiles": "CO[C@@H]1COCS1",
  "e_homo_ha": -0.326,
  "gap_ev": 9.722
}

b) {
  "formula": "C4H8O2S",
  "method": "ωB97M-V/def2-TZVPD",
  "species": ["C", "C", "C", "C", "H", "H", "H", "H", "H", "H", "H", "H", "O", "O", "S"],
  "xyz": [[-1.3447, 1.1521, -0.0258], [-0.6540, 0.3160, 1.0624], [0.3984, -0.7102, 0.5478], [-0.3811, -1.4715, -0.5122], [0.3577, 1.7295, -0.8953], [-1.9684, 0.6307, -0.7736], [-2.0833, 1.7596, 0.5384], [-1.4234, -0.3519, 1.4929], [-0.2546, 1.0088, 1.8316], [0.6476, -1.4558, 1.3322], [2.1472, -1.0136, -0.8228], [0.1191, -1.6363, -1.5344], [-0.4828, 2.1409, -0.5869], [-1.5392, -1.8234, -0.3031], [1.9076, 0.0669, -0.0302]],
  "lowdin_charge": [-0.27, -0.20, -0.65, -0.27, 0.02, 0.12, 0.12, 0.12, 0.13, 0.12, -0.11, 0.14, -0.11, 0.04, 0.80],
  "smiles": "O=C[C@@H](S)CCO",
  "e_homo_ha": -0.358,
  "gap_ev": 10.090
}

Tell me which of them is the most stable. Sure, it is b).

a) {
  "formula": "C4H8O2S",
  "method": "ωB97M-V/def2-TZVPD",
  "species": ["O", "C", "O", "C", "C", "C", "S", "H", "H", "H", "H", "H", "H", "H", "H"],
  "xyz": [[-0.1038, -2.3111, 1.4014], [0.5015, -1.3204, 1.0727], [1.1313, -0.5449, 1.9615], [0.8046, -1.0159, -0.3641], [0.1951, 0.3304, -0.7863], [-1.0818, 0.7889, -0.1043], [-1.9234, 2.0792, -1.1065], [0.7117, -0.7890, 2.8068], [0.4605, -1.7833, -1.0513], [1.8823, -0.9142, -0.5339], [0.9543, 1.1158, -0.6619], [0.0842, 0.3421, -1.8672], [-0.8984, 1.1715, 0.9088], [-1.8071, -0.0155, -0.1314], [-0.9111, 2.8665, -1.5443]],
  "lowdin_charge": [0.11, -0.56, 0.12, -0.10, -0.29, -0.55, 0.68, 0.14, 0.12, 0.13, 0.11, 0.10, 0.08, 0.07, -0.14],
  "smiles": "O=C(O)CCCS",
  "e_homo_ha": -0.339,
  "gap_ev": 9.896
}

b) {
  "formula": "C4H8O2S",
  "method": "ωB97M-V/def2-TZVPD",
  "species": ["C", "C", "C", "C", "O", "O", "S", "H", "H", "H", "H", "H", "H", "H", "H"],
  "xyz": [[0.1286, -1.0058, -0.3593], [1.0177, -1.9459, 0.3163], [-1.5620, 2.0687, 0.6073], [-0.4539, 1.3524, -0.3009], [-0.4692, -1.1490, -1.3868], [0.0922, 0.1904, 0.3500], [3.1336, -2.7502, -1.4757], [2.0447, -1.6276, 0.4972], [1.3387, -2.8277, -0.3223], [0.7040, -2.2237, 1.3298], [-1.8895, 2.9919, 0.0812], [-2.4139, 1.3980, 0.8989], [-0.9467, 2.4403, 1.5012], [0.2811, 2.1015, -0.6047], [-1.0054, 0.9867, -1.1322]],
  "lowdin_charge": [-0.52, -0.10, -0.07, -0.21, 0.12, -0.04, 0.27, 0.04, -0.04, 0.11, 0.07, 0.08, 0.08, 0.12, 0.09],
  "e_homo_ha": [-0.372, -0.372],
  "gap_ev": [7.372, 7.402]
}

Tell me which of them is the most stable. Sure, it is a).

a) {
  "formula": "C3H9N2O2",
  "method": "ωB97M-V/def2-TZVPD",
  "species": ["C", "C", "C", "N", "N", "O", "O", "H", "H", "H", "H", "H", "H", "H", "H", "H"],
  "xyz": [[-1.1536, -0.5006, 0.6123], [2.1383, 0.9996, -0.1669], [0.5086, 0.2671, -1.6252], [-2.2107, -1.3547, 0.5300], [-0.7728, -0.2507, 1.8914], [-0.5721, 0.3236, -2.2546], [1.0966, 1.2936, -1.0760], [2.1985, 1.7339, 0.7564], [3.0538, 1.0659, -0.6029], [2.1326, -0.0694, 0.2547], [0.8476, -0.7427, -1.6599], [-2.6138, -1.7261, -0.4095], [-2.6255, -1.7773, 1.3914], [0.1904, 0.0498, 1.9276], [-1.3042, -0.5333, 2.6844], [-0.9137, 1.2212, -2.2531]],
  "lowdin_charge": [-0.23, -0.03, -0.19, 0.03, 0.06, 0.23, 0.04, 0.16, 0.06, 0.13, 0.17, 0.14, 0.11, 0.07, 0.09, 0.17],
  "charge": 1,
  "e_homo_ha": -0.466,
  "gap_ev": 8.387
}

b) {
  "formula": "C3H9N2O2",
  "method": "ωB97M-V/def2-TZVPD",
  "species": ["C", "C", "C", "N", "N", "O", "O", "H", "H", "H", "H", "H", "H", "H", "H", "H"],
  "xyz": [[-0.7965, 1.0916, -0.5313], [-0.9354, -1.1948, 0.3696], [0.9230, 0.3935, 1.0145], [-0.2128, 1.8103, -1.5405], [0.0232, -0.1319, -0.0395], [-1.8100, 1.3435, 0.0736], [0.7705, -0.6751, -1.1659], [-0.3225, -1.8688, 0.8812], [-1.7889, -0.8880, 0.8106], [-1.3248, -1.7885, -0.5052], [1.8851, 0.1321, 0.6921], [0.8848, 1.4135, 1.1384], [0.8404, -0.0411, 1.9857], [0.6071, 1.6306, -1.9400], [-0.7091, 2.6635, -1.6826], [0.9255, -1.5875, -0.7130]],
  "lowdin_charge": [-0.42, 0.06, 0.07, 0.27, -0.24, 0.16, 0.06, 0.10, 0.08, 0.16, 0.11, 0.10, 0.12, 0.07, 0.14, 0.18],
  "charge": 1,
  "smiles": "C[N+](C)(O)C(N)=O",
  "e_homo_ha": -0.576,
  "gap_ev": 12.327
}

c) {
  "formula": "C3H9N2O2",
  "method": "ωB97M-V/def2-TZVPD",
  "species": ["C", "C", "C", "N", "N", "O", "O", "H", "H", "H", "H", "H", "H", "H", "H", "H"],
  "xyz": [[-1.1935, 1.1919, -0.3153], [-1.8361, -1.1976, 0.5370], [-1.1431, -0.3282, -0.4896], [3.3856, 0.1736, -0.3444], [0.2314, -0.7112, -0.5916], [3.6817, 0.5345, 0.8402], [1.1119, 0.1474, -0.5270], [-0.8145, 1.4569, 0.6472], [-0.6988, 1.6294, -1.0712], [-2.1975, 1.4494, -0.3648], [-2.4105, -2.0059, 0.1771], [-2.4472, -0.6218, 1.2192], [-1.0032, -1.5879, 1.1097], [-1.6076, -0.5817, -1.5001], [3.7835, -0.8800, -0.4466], [3.1577, 1.3313, 1.1201]],
  "lowdin_charge": [-0.03, -0.01, -0.39, 0.17, 0.10, 0.08, 0.04, 0.09, 0.04, 0.08, 0.08, 0.10, 0.08, 0.20, 0.19, 0.18],
  "charge": 1,
  "e_homo_ha": [-0.538, -0.502],
  "gap_ev": [8.167, 5.993]
}

Tell me which of them is the most stable. Sure, it is b).